Entry 1:
The following is a quantum chemistry calculation of a molecular structure, C33H28BrCl2GdI2N4O2Si, from the OMol25 dataset.

Its molar mass is 1102.57 g mol⁻¹. As for the HOMO-LUMO gap (alpha / beta): 0.226 / 0.252 Eh. As for the expectation value of S²: 15.879. As for the LUMO energy (alpha / beta): -0.990 / -0.349 eV. Its multiplicity is 8.

CARTESIAN COORDINATES (ANGSTROEM)
Gd -0.485850 -0.154298 -0.182856
Cl 3.816483 4.757070 -3.594435
C 2.797975 3.414639 -3.192070
C 2.283785 2.617105 -4.193486
C 1.404572 1.558938 -3.880479
I 0.472314 0.413924 -5.390409
C 1.105107 1.246351 -2.560985
O 0.386992 0.238706 -2.234497
C 1.697149 2.048417 -1.524813
N 1.402584 1.698155 -0.242973
C 1.944599 2.367254 0.729113
C 2.826068 3.448471 0.522582
C 3.129183 3.832036 -0.747017
C 2.562178 3.156901 -1.835218
H 2.564773 2.880854 -5.196461
H 1.637767 2.086325 1.723727
H 3.282132 3.912298 1.376427
H 3.776397 4.676336 -0.963028
C -0.443170 -5.627114 -2.918158
C -1.241377 -4.374659 -2.608833
C -2.614770 -4.308817 -2.863508
C -3.353779 -3.190668 -2.525116
C -2.637201 -2.103292 -2.026593
Br -3.403762 -0.403032 -1.573222
N -1.336712 -2.149897 -1.747670
C -0.672233 -3.271673 -2.033929
H -1.076543 -6.367539 -3.420570
H -0.069724 -6.064765 -1.996606
H 0.382952 -5.382849 -3.594908
H -3.127424 -5.175131 -3.320622
H -4.418809 -3.141890 -2.697565
H 0.363332 -3.228353 -1.796492
Cl 4.012433 -4.448713 3.645507
C 2.600174 -3.830697 2.845050
C 1.330170 -4.114062 3.314789
C 0.211514 -3.492626 2.732201
I -1.756307 -3.837456 3.379734
C 0.361186 -2.530820 1.755443
O -0.637220 -1.899411 1.252052
C 1.658250 -2.269860 1.255535
N 1.778598 -1.382025 0.255921
C 2.943108 -1.215989 -0.333416
C 4.109081 -1.881801 0.042327
C 4.040130 -2.757807 1.087410
C 2.813686 -2.958316 1.764093
H 1.215857 -4.832528 4.118646
H 2.925863 -0.471317 -1.121958
H 5.039426 -1.707393 -0.485324
H 4.891465 -3.327335 1.389085
C -0.259969 0.258435 3.336987
Si -1.837072 1.145410 2.711740
C -3.258492 -0.097126 2.829045
C -2.033994 2.574660 3.922769
N -1.496305 1.553734 1.069007
C -1.908467 2.683371 0.375945
C -1.616286 2.801500 -1.010733
C -1.938450 3.915880 -1.759255
C -2.520069 5.011402 -1.144292
C -2.851972 4.909313 0.206089
C -2.543076 3.794816 0.961836
H -0.434754 -0.664938 3.903383
H 0.291637 0.976073 3.973404
H 0.426467 0.012178 2.524587
H -3.480458 -0.461574 3.826267
H -2.974011 -0.966377 2.216260
H -4.192610 0.318796 2.391734
H -1.757308 2.163909 4.910621
H -3.049184 2.963826 4.037560
H -1.331490 3.343397 3.669010
H -1.153910 1.978179 -1.557121
H -1.692561 3.902862 -2.817245
H -2.699790 5.934635 -1.689835
H -3.355214 5.733942 0.719422
H -2.825061 3.762047 2.006391

Cartesian forces, eV/Å:
Gd 0.29 0.37 0.22
Cl 0.19 0.17 -0.25
C 0.05 -0.29 -0.51
C -0.16 0.44 0.74
C 0.22 0.28 -0.30
I 0.36 0.33 0.39
C 0.66 0.26 -0.30
O -0.94 -0.89 0.52
C 0.69 0.83 -0.31
N -0.39 -0.44 -0.76
C 0.09 0.55 0.29
C 0.01 -0.43 0.13
C 0.13 0.57 -0.12
C -1.11 -1.52 0.30
H -0.16 -0.18 -0.36
H 0.07 -0.07 0.28
H 0.02 0.26 0.19
H 0.02 -0.13 0.22
C -0.37 0.44 -0.33
C -0.64 -0.92 -0.46
C -0.16 -0.69 -0.08
C 0.22 0.74 -0.19
C 0.54 -0.22 0.48
Br -0.10 -0.44 -0.13
N -0.90 0.07 -0.17
C -0.12 0.75 0.17
H 0.14 0.16 0.14
H 0.20 -0.06 0.00
H -0.01 -0.15 0.25
H 0.34 0.56 0.34
H 0.02 0.08 0.01
H 0.81 -0.14 0.19
Cl -0.04 -0.38 0.14
C -0.34 -0.16 0.45
C 0.59 0.00 -0.25
C 0.06 -0.18 0.49
I 0.48 -0.13 0.01
C -0.52 -0.28 0.07
O -0.72 0.80 -0.81
C 1.89 -0.89 0.53
N -0.29 0.22 -0.47
C -0.49 0.83 -0.16
C 0.14 -0.19 0.01
C -0.52 0.10 0.22
C -0.95 0.44 -0.64
H -0.04 0.15 -0.01
H 0.24 -0.08 -0.10
H -0.14 -0.02 -0.01
H 0.45 -0.15 0.22
C 0.08 0.54 0.13
Si 0.24 -0.68 0.46
C -0.29 0.40 -0.84
C -0.47 -0.98 0.54
N -0.15 -0.34 -0.34
C 0.53 0.08 -0.48
C -0.25 -0.50 0.32
C 0.25 0.00 0.08
C -0.25 0.33 0.12
C -0.03 0.54 0.08
C -0.19 -0.41 -0.15
H -0.04 0.22 -0.08
H -0.17 -0.33 -0.10
H 0.08 -0.07 -0.02
H 0.05 0.02 0.25
H -0.08 0.13 0.16
H 0.46 -0.18 0.26
H -0.02 0.16 -0.29
H 0.15 0.13 -0.20
H 0.30 0.64 -0.04
H -0.07 0.09 0.14
H -0.04 0.18 0.09
H -0.12 -0.23 0.06
H 0.19 -0.15 -0.28
H 0.03 0.07 -0.16

Atom charges from the Löwdin analysis, given in e for atoms 1 to 8: 1.554 0.693 -0.621 -0.151 -0.610 0.872 -0.504 -0.318

=====

Entry 2:
The following is a quantum chemistry calculation of 9 unconnected molecules or ions with the total composition C27H54O9, from the OMol25 dataset.

Its molar mass is 522.72 g mol⁻¹. As for the HOMO-LUMO gap (alpha / beta): 0.067 / 0.345 Eh. As for the expectation value of S²: 0.750. Its total charge is -1. As for the LUMO energy (alpha / beta): 2.128 / 2.109 eV. Its multiplicity is 2.

CARTESIAN COORDINATES (ANGSTROEM)
C -1.368035 4.941265 -2.061456
C -0.847175 3.895785 -1.096260
O -1.393667 2.803252 -1.063928
C 0.185795 4.243692 -0.147500
H -0.589150 5.147141 -2.795648
H -1.749621 5.883196 -1.667422
H -2.242425 4.569250 -2.595458
H 1.210807 4.117172 -0.495963
H 0.081171 3.653048 0.762603
H 0.119905 5.313545 0.050382
C -4.399419 -2.184480 2.040561
C -5.326945 -1.610034 3.109913
O -5.557512 -0.424845 3.209255
C -5.785337 -2.532082 4.244791
H -3.874764 -1.431219 1.452813
H -5.014718 -2.641129 1.265342
H -3.728099 -2.968256 2.391446
H -4.992395 -3.275108 4.329987
H -6.694095 -3.095224 4.032356
H -5.908435 -1.944999 5.154886
C 4.474626 2.127795 -2.810017
C 3.209053 2.410520 -2.047225
O 3.291655 2.828166 -0.884968
C 1.859191 2.195559 -2.783969
H 4.702999 2.832091 -3.609961
H 4.447188 1.181665 -3.350557
H 5.348952 2.192821 -2.162386
H 1.323315 1.277450 -2.543130
H 1.976790 2.275860 -3.864632
H 1.231961 3.010003 -2.421537
C 0.062091 0.135201 -0.319007
C -0.214139 -0.721344 0.852698
O 0.429923 -0.567434 1.883959
C -1.209236 -1.858583 0.757366
H 0.472463 1.069417 0.064287
H -0.915906 0.332625 -0.757934
H 0.816446 -0.243871 -1.008471
H -1.999347 -1.593213 0.054937
H -1.648903 -2.145480 1.712595
H -0.744174 -2.747751 0.331684
C -1.874028 -2.335419 -3.078358
C -2.478822 -1.052640 -2.785578
O -3.374733 -1.011284 -1.941987
C -1.978237 0.218439 -3.458589
H -1.221451 -2.188254 -3.938929
H -2.735281 -2.981709 -3.247674
H -1.322544 -2.698210 -2.210976
H -1.982005 0.091028 -4.541106
H -0.931216 0.369765 -3.195994
H -2.478096 1.162368 -3.241248
C 2.878161 -3.027485 0.008791
C 4.174082 -2.538108 -0.614830
O 5.275349 -2.970840 -0.268833
C 4.055718 -1.455916 -1.665871
H 3.110160 -3.907107 0.609255
H 2.244235 -3.325383 -0.826371
H 2.449335 -2.234398 0.621346
H 3.752952 -0.499825 -1.238875
H 3.288436 -1.698198 -2.401172
H 4.995806 -1.339208 -2.205050
C 1.442230 2.998297 2.650233
C 2.283476 2.695415 3.882056
O 3.419030 3.114473 4.027209
C 1.663616 2.030015 5.066207
H 0.497235 3.460602 2.935451
H 1.312672 2.032365 2.162102
H 1.957437 3.613823 1.912808
H 1.164265 1.114895 4.747939
H 0.889690 2.693019 5.452939
H 2.434421 1.925200 5.829732
C -1.052206 -0.207638 6.253699
C -1.305978 -1.673096 6.523022
O -0.750684 -2.277379 7.449981
C -2.060710 -2.410065 5.412514
H -2.020061 0.273341 6.112246
H -0.366732 -0.075715 5.416530
H -0.617565 0.214953 7.159567
H -1.700055 -2.282656 4.391830
H -3.111469 -2.194096 5.605830
H -1.957685 -3.447585 5.730366
C 1.954477 -2.526527 -5.201043
C 1.260568 -1.173123 -4.997256
O 1.121522 -0.701625 -3.890387
C 0.702871 -0.501164 -6.310095
H 2.141065 -3.113257 -4.301585
H 2.823497 -2.344885 -5.833422
H 1.353737 -3.155329 -5.858178
H 0.300307 0.508138 -6.224362
H -0.167903 -1.063547 -6.647111
H 1.500280 -0.555932 -7.051208

Cartesian forces, eV/Å:
C -0.36 -0.10 -0.76
C -2.38 -0.89 -0.62
O 0.43 0.49 -0.18
C 1.24 0.94 1.10
H 0.07 0.25 -0.07
H 0.63 0.06 0.61
H 0.24 -0.49 -0.07
H 0.04 -0.33 -0.30
H -0.09 0.15 -0.23
H -0.05 0.07 0.37
C -0.81 0.10 -0.60
C 0.68 0.45 0.91
O -0.06 -0.25 -0.56
C 0.49 -0.30 -0.73
H 0.06 0.25 0.58
H -0.29 -0.36 0.04
H -0.05 0.16 0.21
H -0.06 -0.13 0.48
H -0.12 0.19 -0.16
H 0.00 -0.10 -0.12
C 0.63 -0.06 -0.28
C -0.12 0.20 0.96
O -0.64 -0.66 -1.85
C 0.69 0.90 0.78
H -0.56 0.42 -0.07
H -0.14 -0.24 0.24
H -0.19 -0.29 0.22
H 0.45 -0.11 0.00
H 0.03 -0.15 0.06
H -0.15 0.01 -0.21
C -0.56 0.79 0.17
C 1.32 -1.17 1.43
O -0.52 0.03 -0.17
C -0.40 0.29 -0.51
H -0.08 0.07 -0.07
H 0.35 0.17 -0.67
H -0.35 -0.52 -0.17
H -0.18 -0.03 0.03
H 0.31 0.25 0.02
H 0.35 0.00 -0.02
C 0.56 -0.49 -0.91
C -1.64 2.47 1.88
O 0.49 0.22 -0.56
C 0.23 -0.17 -0.28
H 0.05 -0.78 0.00
H 0.37 -0.41 -0.28
H 0.10 0.00 -0.08
H 0.06 -0.16 -0.14
H 0.16 -0.22 -0.04
H -0.45 -0.45 0.42
C 0.96 -0.35 -0.39
C 1.47 -0.06 0.64
O -1.66 0.48 -0.53
C 0.04 -0.26 -0.38
H -0.12 0.13 0.12
H -0.44 0.18 0.18
H -0.25 -0.02 -0.12
H 0.05 0.02 0.26
H -0.16 -0.09 0.01
H 0.05 0.05 0.23
C 0.81 -0.58 0.20
C 0.90 1.67 0.37
O -0.29 -0.22 -0.72
C -0.49 -0.13 -0.26
H -0.10 -0.27 -0.02
H -0.61 -0.13 -0.06
H 0.24 0.11 0.43
H 0.18 -0.17 0.30
H -0.17 0.05 0.03
H -0.19 -0.40 -0.13
C -0.46 -0.15 1.39
C 2.42 -0.89 -0.27
O -1.59 1.15 -1.46
C -0.05 -0.91 2.02
H 0.11 0.22 -0.51
H -0.36 -0.09 -0.10
H 0.19 0.11 -0.12
H -0.18 0.47 0.20
H -0.20 0.31 -0.73
H 0.04 -0.24 -0.45
C -0.59 0.53 -0.76
C -0.28 -0.07 -0.85
O -0.10 0.10 0.09
C 0.57 -0.54 1.16
H 0.25 0.48 0.11
H 0.41 -0.05 0.38
H -0.45 -0.04 -0.12
H 0.54 0.13 0.50
H 0.01 -0.64 -0.22
H -0.25 0.04 -0.19

Atom charges from the Löwdin analysis, given in e for atoms 1 to 8: -0.032 -0.512 0.058 -0.031 0.079 0.078 0.077 0.075

=====

Entry 3:
The following is a quantum chemistry calculation of a molecular structure, C15H25Br2N3O2PS4Sn, from the OMol25 dataset.

Its molar mass is 717.15 g mol⁻¹. As for the HOMO-LUMO gap (alpha / beta): 0.306 / 0.178 Eh. As for the expectation value of S²: 0.764. Its total charge is +2. As for the LUMO energy (alpha / beta): -5.697 / -9.184 eV. Its multiplicity is 2.

CARTESIAN COORDINATES (ANGSTROEM)
Sn 0.420976 -0.378939 0.615333
Br 1.456085 -0.321208 3.923248
C 3.281450 0.273674 3.661469
Br 3.540713 1.033426 1.904680
H 3.939999 -0.580077 3.757242
H 3.499627 1.030236 4.404441
C -4.306769 2.163769 -1.800075
C -3.983958 0.760884 -2.251538
O -2.527597 0.595800 -2.302187
P -1.810062 -0.590263 -1.577223
S 0.163829 -0.370577 -1.995767
S -2.173755 -0.627925 0.420039
O -2.370442 -1.957011 -2.105922
C -2.244062 -2.356702 -3.511982
C -1.447193 -3.636617 -3.591419
H -5.389392 2.283730 -1.780890
H -3.891543 2.894872 -2.492284
H -3.913152 2.349555 -0.800868
H -4.346895 0.574963 -3.260312
H -4.409240 0.020070 -1.571622
H -1.764691 -1.553224 -4.074343
H -3.259802 -2.495730 -3.875464
H -0.442125 -3.492504 -3.194868
H -1.370370 -3.944190 -4.633636
H -1.944512 -4.429994 -3.034557
C 0.641883 6.054418 -0.737069
N 0.445479 4.628098 -0.464596
C 0.269724 4.000166 0.683334
S -0.243137 2.325960 0.566451
N 0.378022 4.510039 1.895889
C 0.757835 5.863752 2.306000
H 0.680108 6.187243 -1.813696
H 1.576665 6.419882 -0.322159
H -0.187805 6.644019 -0.353296
H 0.345622 4.039395 -1.277263
H 0.132482 3.875726 2.639183
H -0.002304 6.591055 2.029646
H 1.714490 6.147814 1.877371
H 0.857125 5.875046 3.386857
S -0.228742 -5.298776 0.521661
C -0.476631 -3.625210 0.307884
N 0.506925 -2.847754 0.657627
C 1.580240 -3.580789 1.144055
C 2.809578 -3.085676 1.578509
C 3.767270 -3.971450 2.024981
C 3.527613 -5.349449 2.029649
C 2.323409 -5.860295 1.588928
C 1.354671 -4.963775 1.150771
H -1.407271 -3.256029 -0.097868
H 3.006735 -2.019146 1.537397
H 4.724252 -3.599135 2.364015
H 4.299062 -6.025490 2.370060
H 2.139580 -6.925654 1.574190

Cartesian forces, eV/Å:
Sn -0.60 -0.84 -0.79
Br 0.09 0.00 0.08
C -0.11 -0.04 -0.12
Br 0.08 0.00 0.07
H -0.06 -0.04 0.00
H -0.06 0.02 -0.04
C 0.12 -0.10 -0.04
C -0.23 0.15 0.06
O 0.10 -0.11 -0.01
P 0.29 0.06 -0.12
S -0.08 -0.08 0.63
S 0.63 0.19 0.05
O -0.12 0.09 0.17
C 0.13 -0.18 -0.22
C -0.07 0.12 0.11
H -0.01 0.03 0.03
H 0.00 0.00 0.00
H -0.03 0.00 0.02
H 0.04 -0.09 0.01
H 0.02 -0.04 -0.04
H -0.05 0.03 0.02
H -0.01 0.09 0.03
H 0.02 -0.01 -0.03
H 0.01 -0.02 0.00
H 0.00 -0.02 -0.01
C -0.02 0.25 0.09
N 0.05 0.14 -0.06
C 0.33 -0.36 0.16
S -0.66 -0.07 -0.09
N 0.04 0.20 0.01
C 0.07 0.21 -0.07
H -0.02 -0.09 -0.01
H 0.01 -0.04 -0.01
H -0.01 -0.02 0.00
H 0.02 -0.10 0.07
H -0.04 -0.08 -0.07
H -0.01 -0.02 0.00
H 0.02 -0.03 0.03
H -0.02 -0.09 0.00
S 0.11 0.28 0.02
C -0.20 -0.21 -0.08
N -0.01 0.85 0.08
C 0.36 -0.41 0.13
C -0.03 0.19 -0.03
C -0.05 0.14 -0.06
C -0.13 -0.11 -0.03
C 0.12 -0.05 0.04
C -0.11 0.18 -0.09
H 0.00 0.03 0.03
H 0.05 -0.01 0.05
H 0.01 0.00 -0.02
H 0.00 0.00 0.02
H 0.01 -0.01 0.02

Atom charges from the Löwdin analysis, given in e for atoms 1 to 8: 0.668 0.594 -0.991 0.581 0.008 0.012 -0.056 -0.237